w | 13
Properties=species:S:1:pos:R:3 method="wB97M-V/def2-TZVPD" spin_multiplicity=1 lumo_energy_ev=-0.316 homo_ev=-8.70 homo_lumo_gap_ev=8.3894 smiles="C=C(CC#N)SC=S"
C 1.910 -1.389 1.110
C 1.358 -0.860 -0.012
C 2.186 0.370 -0.378
C 1.286 1.654 -0.030
N 0.868 2.730 0.000
S -0.281 -1.314 -0.675
C -1.203 0.041 0.071
S -2.774 0.279 0.282
H 1.370 -2.213 1.476
H 3.058 -1.102 1.215
H 3.024 0.270 0.266
H 2.554 0.593 -1.512
H -0.427 1.002 0.277

x | 13
Properties=species:S:1:pos:R:3 method="wB97M-V/def2-TZVPD" spin_multiplicity=1 lumo_energy_ev=-0.430 homo_ev=-8.55 homo_lumo_gap_ev=8.1234 smiles="S=Cn1cccc1S"
S 3.323 -0.908 -0.201
C 1.663 -1.057 0.144
N 0.655 -0.229 0.102
C 0.704 1.171 -0.002
C -0.409 1.790 -0.217
C -1.394 0.671 -0.061
C -0.801 -0.527 0.124
S -1.466 -2.039 -0.297
H 1.300 -2.151 0.296
H 1.733 1.638 -0.262
H -0.768 2.793 -0.564
H -2.466 0.898 -0.227
H -2.074 -2.049 1.166

Energies relative to the most stable structure are w 1.145; x 0.000, reported in eV.

w | 30
Properties=species:S:1:pos:R:3 method="wB97M-V/def2-TZVPD" spin_multiplicity=1 total_charge=+1 lumo_energy_ev=-2.724 homo_ev=-13.27 homo_lumo_gap_ev=10.5473
O 0.004 -1.332 2.423
C -0.461 -0.454 1.725
N -1.392 0.365 2.224
C -2.322 1.459 1.659
C -0.067 -0.298 0.212
N 1.359 -0.774 -0.119
C 2.353 0.302 -0.123
C 2.005 1.424 -1.162
H -1.747 0.144 3.163
H -2.697 1.448 0.581
H -3.227 1.572 2.373
H -1.915 2.504 1.897
H -0.773 -1.016 -0.355
H -0.156 0.814 -0.040
H 1.446 -1.294 -1.083
H 1.522 -1.570 0.528
H 2.386 0.747 0.843
H 3.382 -0.059 -0.354
H 1.570 1.047 -2.064
H 2.961 1.889 -1.577
H 1.533 2.244 -0.670
H 1.594 -3.291 1.712
H 0.241 -3.147 1.049
O 1.160 -3.187 0.954
H -1.801 1.502 -2.178
H -3.025 0.634 -2.062
O -2.193 0.867 -1.680
H -0.447 -1.179 -3.341
H -0.921 -0.262 -2.116
O -0.374 -1.099 -2.419

x | 30
Properties=species:S:1:pos:R:3 method="wB97M-V/def2-TZVPD" spin_multiplicity=1 total_charge=+1 lumo_energy_ev=-2.638 homo_ev=-13.63 homo_lumo_gap_ev=10.9917
C 2.529 2.008 -0.441
O 2.874 0.597 -0.214
C 1.036 2.160 -0.542
C 0.402 1.633 -1.897
C 0.277 0.115 -1.930
N 0.687 -0.964 0.768
C -0.453 -1.093 0.121
N -0.723 -0.462 -1.004
H 3.059 2.347 -1.331
H 2.942 2.516 0.430
H 3.519 0.346 -0.871
H 0.808 3.232 -0.422
H 0.461 1.757 0.290
H -0.535 2.149 -2.088
H 1.086 1.975 -2.679
H 1.323 -0.147 -1.735
H 0.020 -0.345 -2.910
H 0.572 -1.198 1.753
H 1.493 -0.496 0.339
H -1.348 -1.596 0.507
H -1.517 -0.737 -1.588
H 0.260 -3.388 3.103
H 0.005 -2.157 3.978
O 0.531 -2.470 3.236
H -3.793 -1.682 -0.880
H -4.001 -0.183 -1.026
O -3.391 -0.886 -1.254
H -2.407 -1.570 3.148
H -3.157 -0.419 2.783
O -2.558 -1.045 2.356

Energies relative to the most stable structure are w 1.603; x 0.000, reported in eV.

w | 37
Properties=species:S:1:pos:R:3 method="wB97M-V/def2-TZVPD" spin_multiplicity=1 lumo_energy_ev=0.558 homo_ev=-9.14 homo_lumo_gap_ev=9.7010 smiles="NC(=O)C[C@H](N)C(=O)N[C@@H](Cc1ccccc1)C(=O)O"
N 3.401 2.961 -0.416
C 3.189 1.748 0.226
O 2.843 1.599 1.392
C 3.522 0.559 -0.667
C 3.298 -0.771 0.077
N 4.187 -1.856 -0.346
C 1.804 -1.143 -0.076
O 1.373 -1.901 -0.910
N 1.029 -0.514 0.843
C -0.425 -0.603 0.755
C -1.043 0.090 -0.475
C -2.521 0.344 -0.253
C -2.917 1.280 0.710
C -4.234 1.558 0.867
C -5.213 0.921 0.059
C -4.807 0.008 -0.848
C -3.430 -0.295 -1.029
C -0.709 -2.061 0.821
O -0.252 -2.757 1.694
O -1.542 -2.574 -0.154
H 3.445 3.845 0.112
H 3.837 2.939 -1.369
H 2.921 0.556 -1.609
H 4.557 0.677 -0.973
H 3.479 -0.559 1.167
H 3.785 -2.302 -1.148
H 4.252 -2.547 0.421
H 1.479 0.207 1.479
H -0.837 -0.158 1.664
H -0.944 -0.487 -1.364
H -0.488 1.045 -0.590
H -2.160 1.730 1.415
H -4.568 2.309 1.584
H -6.251 1.214 0.200
H -5.441 -0.478 -1.569
H -3.133 -1.034 -1.773
H -1.484 -3.552 0.083

x | 37
Properties=species:S:1:pos:R:3 method="wB97M-V/def2-TZVPD" spin_multiplicity=1 lumo_energy_ev=0.004 homo_ev=-8.47 homo_lumo_gap_ev=8.4701 smiles="NC(=O)C[C@H](N)C(=O)N[C@@H](Cc1ccccc1)C(=O)O"
N 1.633 2.784 2.929
C 0.793 1.832 3.160
O -0.370 1.870 2.697
C 1.282 0.524 3.810
C 0.204 -0.500 3.408
N 0.473 -1.732 4.264
C 0.347 -0.931 1.904
O 1.067 -1.879 1.640
N -0.315 -0.035 1.075
C -0.166 -0.035 -0.340
C -1.580 -0.373 -1.083
C -1.338 -0.768 -2.525
C -1.271 -2.199 -2.862
C -1.008 -2.625 -4.205
C -0.918 -1.683 -5.179
C -1.030 -0.247 -4.900
C -1.099 0.226 -3.593
C 0.496 1.200 -0.859
O -0.149 2.017 -1.567
O 1.694 1.596 -0.317
H 1.615 3.797 2.519
H 2.746 2.592 3.078
H 1.345 0.613 4.944
H 2.261 0.348 3.282
H -0.811 0.001 3.620
H -0.250 -2.510 3.961
H 1.372 -2.134 3.970
H -0.562 0.863 1.715
H 0.430 -0.965 -0.326
H -2.087 0.511 -1.276
H -2.204 -1.038 -0.475
H -1.327 -3.044 -2.125
H -0.916 -3.651 -4.418
H -0.855 -1.964 -6.334
H -0.660 0.449 -5.816
H -0.980 1.278 -3.220
H 2.127 2.371 -1.017

Energies relative to the most stable structure are w 0.000; x 4.048, reported in eV.

w | 7
Properties=species:S:1:pos:R:3 method="wB97M-V/def2-TZVPD" spin_multiplicity=1 lumo_energy_ev=-1.041 homo_ev=-9.57 homo_lumo_gap_ev=8.5293
C -0.771 0.056 0.465
C 0.239 0.306 -0.444
S -0.678 -0.960 -1.092
Cl 2.375 -0.627 0.223
H -0.375 -0.601 1.150
H -1.504 0.715 0.600
H 0.715 1.112 -0.903

x | 7
Properties=species:S:1:pos:R:3 method="wB97M-V/def2-TZVPD" spin_multiplicity=1 lumo_energy_ev=-0.270 homo_ev=-9.03 homo_lumo_gap_ev=8.7602
C -0.803 -0.061 -0.056
C 0.630 0.050 -0.439
S -0.314 -1.456 -0.928
Cl 2.040 -0.256 0.663
H -0.849 0.063 1.830
H -1.561 0.723 -0.131
H 0.856 0.935 -0.938

Energies relative to the most stable structure are w 0.000; x 1.736, reported in eV.